1.
Density functional theory data (ωB97M-V/def2-TZVPD) for a structure of composition C33H29N9O4SScSe.

The HOMO energy comes out at -11.254 eV. As for the charge: +1. For the LUMO energy, the calculation gives -2.94 eV. The relative energy (zero: lowest compared OMol25 entry of this formula, charge and spin) comes out at 0.238 eV.

XYZ file:
```
78
C33H29N9O4SScSe ωB97M-V/def2-TZVPD
Sc -0.348 -0.175 0.239
C -1.894 1.605 -2.104
N -2.313 0.561 -1.156
C -2.873 -0.614 -1.862
C -1.912 -1.372 -2.740
C -2.357 -2.542 -3.344
C -1.467 -3.286 -4.091
C -0.160 -2.836 -4.220
C 0.185 -1.654 -3.598
N -0.668 -0.925 -2.875
C -3.415 1.167 -0.367
C -3.527 0.661 1.032
C -4.760 0.342 1.582
C -4.823 0.019 2.924
C -3.648 0.032 3.660
C -2.466 0.325 3.013
N -2.387 0.640 1.718
C -1.118 2.670 -1.378
C -1.155 3.988 -1.807
C -0.373 4.932 -1.165
C 0.422 4.524 -0.109
C 0.394 3.194 0.265
N -0.362 2.272 -0.342
H -2.762 2.049 -2.608
H -1.269 1.146 -2.866
H -3.732 -0.293 -2.468
H -3.235 -1.306 -1.095
H -3.377 -2.873 -3.195
H -1.781 -4.211 -4.556
H 0.575 -3.390 -4.787
H 1.196 -1.268 -3.678
H -4.361 1.044 -0.901
H -3.226 2.239 -0.293
H -5.646 0.344 0.963
H -5.765 -0.244 3.385
H -3.642 -0.216 4.712
H -1.532 0.272 3.553
H -1.793 4.262 -2.637
H -0.386 5.966 -1.483
H 1.056 5.220 0.423
H 1.006 2.843 1.082
Se 7.240 -2.467 -1.601
N 6.146 -2.877 -0.264
C 5.059 -2.170 -0.425
C 3.917 -2.217 0.475
C 3.896 -3.031 1.606
C 2.783 -3.010 2.409
C 1.717 -2.185 2.064
N 1.716 -1.406 0.987
C 2.803 -1.421 0.201
C 2.772 -0.541 -0.976
N 1.661 0.197 -1.168
C 1.646 1.015 -2.217
C 2.692 1.151 -3.117
C 3.822 0.389 -2.933
C 3.869 -0.475 -1.843
C 5.033 -1.308 -1.577
N 6.100 -1.318 -2.331
H 4.750 -3.660 1.822
H 2.711 -3.633 3.288
H 0.815 -2.165 2.655
H 0.751 1.594 -2.367
H 2.597 1.841 -3.943
H 4.671 0.444 -3.602
C 0.406 2.321 5.333
C 1.225 1.195 4.692
C 0.881 1.008 3.287
N 0.609 0.869 2.184
H 0.680 2.418 6.381
H -0.661 2.112 5.275
H 0.598 3.271 4.838
H 1.055 0.244 5.200
H 2.294 1.405 4.750
O -0.714 -3.856 1.240
S -1.357 -2.639 0.843
O -2.794 -2.662 0.705
O -0.743 -2.071 -0.453
O -0.946 -1.477 1.756
```

2.
Density functional theory data (ωB97M-V/def2-TZVPD) for a structure of composition C33H30AsN7O6PSSm in a non-equilibrium geometry.

The HOMO energy comes out at -7.475 eV. As for the spin multiplicity: 6. For the LUMO energy, the calculation gives 0.27 eV.

XYZ file:
```
80
C33H30AsN7O6PSSm ωB97M-V/def2-TZVPD
Sm -0.109 0.346 0.355
C 6.057 0.023 0.158
N 4.736 0.235 0.718
C 4.446 0.441 2.041
C 3.088 0.577 2.119
N 2.551 0.458 0.874
C 3.552 0.253 0.048
P 3.389 0.049 -1.745
C 2.357 1.517 -2.053
N 1.363 1.924 -1.288
C 0.902 3.087 -1.837
C 1.635 3.385 -2.949
N 2.565 2.390 -3.078
C 3.514 2.272 -4.167
C 2.143 -1.284 -1.715
N 1.456 -1.676 -0.653
C 0.788 -2.807 -1.040
C 1.052 -3.077 -2.349
N 1.920 -2.108 -2.769
C 2.381 -1.933 -4.132
H 6.785 0.078 0.963
H 6.292 0.788 -0.580
H 6.126 -0.956 -0.312
H 5.216 0.468 2.792
H 2.465 0.738 2.982
H 0.084 3.634 -1.398
H 1.582 4.207 -3.643
H 4.000 3.231 -4.338
H 3.010 1.961 -5.083
H 4.271 1.535 -3.911
H 0.137 -3.336 -0.368
H 0.690 -3.842 -3.013
H 2.747 -2.881 -4.525
H 3.195 -1.210 -4.146
H 1.567 -1.565 -4.756
O -1.332 -0.481 4.829
As -1.438 0.243 3.201
O -2.801 -0.320 2.512
O 0.015 -0.197 2.476
C -1.648 2.088 3.768
C -1.952 2.356 5.093
C -2.310 3.645 5.471
C -2.387 4.663 4.535
C -2.079 4.410 3.205
C -1.710 3.130 2.839
S -1.132 2.823 1.202
O 0.268 2.413 1.399
O -1.317 4.006 0.411
O -1.859 1.640 0.677
H -1.677 -1.377 4.718
H -1.922 1.552 5.815
H -2.542 3.850 6.508
H -2.681 5.659 4.839
H -2.109 5.185 2.451
C -1.181 0.054 -4.476
C -2.352 -0.688 -4.471
C -2.836 -1.148 -3.259
C -2.156 -0.871 -2.068
C -0.957 -0.126 -2.019
C -0.523 0.316 -3.279
C -2.687 -1.492 -0.824
C -4.071 -1.790 -0.690
C -4.498 -2.538 0.361
C -3.562 -3.023 1.302
C -3.921 -3.850 2.389
C -2.979 -4.265 3.286
C -1.635 -3.862 3.128
C -1.265 -3.052 2.092
C -2.225 -2.608 1.152
N -1.819 -1.822 0.114
H -0.786 0.441 -5.411
H -2.879 -0.906 -5.392
H -3.728 -1.764 -3.249
H 0.384 0.910 -3.357
H -4.771 -1.394 -1.411
H -5.549 -2.770 0.491
H -4.959 -4.143 2.495
H -3.254 -4.905 4.115
H -0.892 -4.199 3.842
H -0.242 -2.713 1.987
```